C18H37OP3PtSe as an isolated structure in a non-equilibrium geometry, computed with wB97M-V/def2-TZVPD.

The geometry in XYZ format:
```
61
Properties=species:S:1:pos:R:3:forces:R:3
Pt -0.737 0.067 1.000 -0.600 -2.815 -0.626
P -1.530 -2.173 1.018 -0.993 -2.353 -0.050
P 1.116 -0.390 2.383 3.256 -0.002 1.313
P -2.088 0.757 -0.766 -1.454 1.311 -3.120
H 2.160 2.847 0.427 -0.471 -0.037 -0.322
C 1.134 3.230 0.369 0.024 0.549 0.094
C 0.113 2.584 0.935 0.918 0.724 0.211
H 0.363 1.553 1.315 0.265 1.996 0.130
C -0.673 -3.232 -0.198 0.168 0.304 -0.093
C -1.347 -3.104 2.583 0.193 0.259 0.334
C -3.299 -2.460 0.621 -0.156 0.487 -0.045
C 2.344 0.953 2.536 -0.299 0.306 -0.102
C 0.576 -0.689 4.081 -0.884 -0.049 -0.200
C 2.110 -1.774 1.785 -0.620 -0.123 -0.235
C -1.796 2.361 -1.575 0.265 0.171 0.411
C -3.838 0.799 -0.259 0.211 -0.309 0.846
C -1.977 -0.360 -2.202 0.311 -0.305 0.549
H 1.041 4.228 -0.084 -0.113 -0.315 0.439
H -0.843 3.041 1.205 0.228 -0.189 -0.410
H -1.005 -4.272 -0.047 0.099 0.315 -0.047
H 0.414 -3.165 -0.070 -0.237 -0.135 -0.051
H -0.930 -2.913 -1.216 0.059 -0.162 0.207
H -1.769 -4.111 2.452 0.031 0.255 -0.094
H -1.885 -2.604 3.398 -0.009 -0.154 -0.179
H -0.298 -3.220 2.886 -0.307 -0.035 -0.190
H -3.539 -3.521 0.772 0.176 0.195 0.004
H -3.521 -2.203 -0.425 0.105 -0.194 0.366
H -3.951 -1.856 1.271 0.187 -0.293 -0.081
H 3.087 0.637 3.282 -0.136 -0.049 -0.106
H 1.874 1.884 2.873 0.166 -0.245 0.064
H 2.860 1.149 1.588 -0.095 -0.196 0.190
H 1.468 -0.815 4.705 0.108 0.053 -0.128
H -0.051 -1.582 4.161 0.190 0.245 0.070
H 0.007 0.179 4.428 0.161 -0.075 0.160
H 3.022 -1.766 2.390 0.033 -0.057 0.004
H 2.353 -1.615 0.728 0.065 -0.112 0.229
H 1.578 -2.720 1.919 0.247 0.055 -0.066
H -2.439 2.386 -2.468 0.056 0.010 0.272
H -0.746 2.452 -1.880 -0.276 -0.012 0.064
H -2.056 3.183 -0.898 0.058 -0.106 -0.265
H -4.428 1.275 -1.053 0.271 0.074 -0.059
H -3.942 1.377 0.667 -0.169 0.033 -0.244
H -4.235 -0.207 -0.087 0.120 0.296 -0.073
H -2.435 0.178 -3.044 0.081 -0.181 0.165
H -2.505 -1.302 -2.020 0.192 0.196 -0.187
H -0.913 -0.539 -2.399 -0.263 -0.059 -0.215
C 2.745 0.043 -2.842 0.096 -0.530 0.209
C 2.407 1.129 -2.006 0.092 1.567 0.257
C 2.447 2.429 -2.520 -0.431 -1.411 1.465
C 2.850 2.647 -3.843 0.261 0.366 -0.444
C 3.289 1.577 -4.635 0.307 -1.433 -0.248
C 3.249 0.274 -4.134 -0.155 0.696 -1.316
Se 2.638 -1.759 -2.209 -0.482 0.543 0.247
H 1.411 -2.075 -2.982 0.564 -0.117 -0.371
H 2.092 0.953 -0.970 0.155 0.045 -0.481
H 2.169 3.260 -1.878 0.063 -0.089 -0.312
H 2.853 3.660 -4.244 0.048 -0.173 0.025
H 3.666 1.749 -5.641 -0.077 0.032 0.194
H 3.570 -0.586 -4.730 -0.051 0.473 0.064
O -2.431 1.362 3.179 2.764 -2.443 -3.529
C -1.799 0.811 2.366 -4.311 3.204 5.311
```
Positions in Å, forces in eV/Å.

Its spin multiplicity is 5. The calculation puts the LUMO energy (spin up / spin down) at -11.7103 / -17.4515 eV. The charge is +4. The value obtained for the relative energy (zero: lowest compared OMol25 entry of this formula, charge and spin) is 38.6 kcal per mole. The HOMO-LUMO gap (spin up / spin down) is 7.96 / 3.46 eV. The molecular weight comes out at 636.5 g/mol. The max |F| comes out at 7.553 eV Å⁻¹.